DFT (the ωB97M-V functional and the def2-TZVPD basis) results for CH17NO6 as an isolated structure at a distorted geometry.

ORCA input file:
```
! wB97M-V def2-TZVPD RIJCOSX def2/J DEFGRID3
* xyz 0 1
O -1.643 -2.704 1.800
O 1.094 2.589 -1.927
O 1.599 -0.152 0.790
O 1.366 2.412 0.432
O -1.427 2.165 0.834
O -0.665 0.477 -1.409
N 0.446 -2.840 -0.050
C -0.623 -2.709 -0.996
H -1.234 -3.634 -1.037
H -0.288 1.281 -1.813
H -2.215 -2.758 2.584
H 0.108 -2.889 0.915
H -1.091 0.822 -0.610
H -0.214 -2.392 -1.961
H 2.193 2.917 0.404
H 1.921 0.763 0.635
H 0.866 -0.143 1.417
H -0.451 2.183 0.919
H -1.035 -0.365 2.364
H 1.301 3.488 -2.212
H -1.495 -1.698 1.927
H 1.162 2.523 -0.794
H -1.626 1.551 1.559
H -1.283 -1.908 -0.639
H 1.019 -2.006 -0.034
*
```

## Properties
E_tot	-15078.694	eV
frontier orbital gap	3.05	eV
highest occupied orbital energy	-9.350	eV
ΔE to the lowest compared entry with this formula, charge and spin	9.959	eV